Entry from OMol25: a cluster of 12 separate species, C44H118N6O16 in total (wB97M-V/def2-TZVPD).

The total energy is -89231.464 eV. The LUMO energy is 0.0173 Eh. Its spin multiplicity is 1. Its gap between HOMO and LUMO is 8.58 eV.

Each atom is followed by the atoms it is bonded to, with distances in Å.
Positions of all 184 atoms, in Å:
1 O 2.492 -0.206 0.171  C55 1.403, C60 1.415
2 O 3.716 -5.261 0.989  C33 1.401, C63 1.422
3 O -0.161 0.688 5.134  C59 1.401, C64 1.410
4 O 5.097 1.549 -0.631  C44 1.413, H95 0.963
5 O 5.275 -9.181 4.398  C42 1.390, C56 1.430
6 O 2.360 4.179 3.332  C26 1.420, C53 1.423
7 O -2.210 4.912 -1.297  C58 1.410, H139 0.965
8 O -2.298 0.011 -9.837  C27 1.430, C43 1.394
9 O 2.450 -1.465 -2.196  C51 1.409, H128 0.986
10 O 2.521 2.102 -5.894  C24 1.408, C31 1.414
11 O -7.099 -2.723 -5.008  C29 1.428, H168 0.962
12 O -1.657 3.147 1.142  C28 1.431, H114 0.963
13 O -5.119 -1.157 2.020  C37 1.417, C47 1.410
14 O -7.948 2.981 -6.914  C57 1.431, H93 0.964
15 O -2.160 1.370 -4.362  C34 1.412, C48 1.424
16 O 0.290 1.372 11.826  C46 1.417, C50 1.385
17 N 0.141 0.712 -1.515  C25 1.443, C52 1.477, H166 1.010
18 N -2.440 -3.417 0.699  C41 1.477, H125 1.014, H177 1.017
19 N 4.276 -6.740 3.823  C40 1.469, C61 1.444, H79 1.014
20 N 0.208 0.902 -8.521  C35 1.459, C62 1.464, H111 1.013
21 N 1.137 1.381 8.540  C49 1.461, C54 1.461, H163 1.009
22 N 2.603 4.223 0.656  C45 1.473, H120 1.018, H173 1.017
23 C -4.949 -2.381 -3.891  C29 1.546, H75 1.090, H144 1.090, H153 1.089
24 C 1.489 1.260 -6.353  O10 1.408, C62 1.522, H156 1.098, H178 1.099
25 C 1.145 1.542 -0.895  N17 1.443, C55 1.525, H84 1.089, H101 1.104
26 C 1.852 3.196 4.223  O6 1.420, H72 1.095, H86 1.088, H100 1.092
27 C -1.625 -0.707 -8.800  O8 1.430, C35 1.513, H140 1.100, H155 1.087
28 C -2.425 3.977 2.020  O12 1.431, C32 1.506, H80 1.097, H118 1.103
29 C -5.688 -2.896 -5.148  O11 1.428, C23 1.546, H150 1.092, H152 1.093
30 C 6.873 1.380 -2.237  C44 1.506, H77 1.097, H136 1.097, H146 1.088
31 C 3.215 1.548 -4.793  O10 1.414, H126 1.092, H130 1.090, H170 1.094
32 C -3.801 3.389 2.189  C28 1.506, H71 1.090, H141 1.086, H154 1.095
33 C 4.870 -5.103 0.209  O2 1.401, H91 1.090, H135 1.098, H138 1.096
34 C -2.696 2.666 -4.525  O15 1.412, H81 1.086, H108 1.096, H157 1.095
35 C -0.868 0.187 -7.844  N20 1.459, C27 1.513, H94 1.093, H181 1.100
36 C 0.864 5.964 0.341  C45 1.556, H90 1.092, H116 1.085, H167 1.090
37 C -4.584 -2.343 1.459  O13 1.417, C41 1.542, H109 1.095, H165 1.089
38 C -4.585 4.320 -1.526  C58 1.513, H97 1.089, H102 1.092, H149 1.093
39 C 2.346 -3.848 -2.537  C51 1.512, H67 1.095, H106 1.089, H172 1.093
40 C 4.846 -5.520 3.235  N19 1.469, C63 1.532, H105 1.097, H122 1.095
41 C -3.045 -2.266 1.398  N18 1.477, C37 1.542, C65 1.523, H123 1.093
42 C 5.347 -10.358 5.133  O5 1.390, H69 1.097, H82 1.100, H182 1.095
43 C -3.095 1.081 -9.433  O8 1.394, H89 1.096, H145 1.091, H169 1.097
44 C 6.498 1.433 -0.779  O4 1.413, C30 1.506, H70 1.100, H142 1.089
45 C 1.916 5.351 1.309  N22 1.473, C36 1.556, C53 1.510, H148 1.097
46 C 0.986 0.608 10.856  O16 1.417, C49 1.536, H117 1.095, H159 1.094
47 C -4.713 -0.857 3.336  O13 1.410, H83 1.090, H161 1.096, H184 1.092
48 C -1.865 0.996 -3.020  O15 1.424, C52 1.514, H87 1.094, H134 1.089
49 C 0.258 0.734 9.510  N21 1.461, C46 1.536, H85 1.100, H183 1.090
50 C 0.856 1.304 13.089  O16 1.385, H78 1.100, H92 1.100, H133 1.095
51 C 1.776 -2.644 -1.820  O9 1.409, C39 1.512, H68 1.100, H131 1.103
52 C -0.391 1.250 -2.784  N17 1.477, C48 1.514, H88 1.097, H104 1.090
53 C 1.332 4.839 2.604  O6 1.423, C45 1.510, H76 1.094, H162 1.099
54 C 0.511 1.710 7.262  N21 1.461, C64 1.518, H74 1.096, H129 1.091
55 C 1.664 0.906 0.390  O1 1.403, C25 1.525, H103 1.104, H179 1.100
56 C 4.129 -9.154 3.543  O5 1.430, C61 1.534, H99 1.089, H107 1.092
57 C -7.538 2.484 -5.637  O14 1.431, C66 1.525, H119 1.094, H175 1.094
58 C -3.487 5.345 -1.709  O7 1.410, C38 1.513, H113 1.094, H158 1.099
59 C -0.165 -0.383 4.230  O3 1.401, H110 1.095, H115 1.097, H124 1.093
60 C 3.308 -0.611 1.254  O1 1.415, H137 1.091, H143 1.097, H164 1.089
61 C 4.144 -7.790 2.840  N19 1.444, C56 1.534, H147 1.104, H176 1.096
62 C 0.916 1.834 -7.641  N20 1.464, C24 1.522, H112 1.096, H132 1.093
63 C 3.851 -4.794 2.325  O2 1.422, C40 1.532, H127 1.095, H151 1.087
64 C 0.585 0.524 6.318  O3 1.410, C54 1.518, H96 1.095, H98 1.096
65 C -2.622 -1.022 0.628  C41 1.523, H171 1.093, H174 1.094, H180 1.094
66 C -6.207 1.770 -5.847  C57 1.525, H73 1.093, H121 1.092, H160 1.089
67 H 1.731 -4.716 -2.280  C39 1.095
68 H 1.736 -2.864 -0.743  C51 1.100
69 H 4.901 -10.389 6.135  C42 1.097
70 H 6.883 0.482 -0.385  C44 1.100
71 H -3.718 2.504 2.820  C32 1.090
72 H 1.728 3.691 5.193  C26 1.095
73 H -6.243 1.051 -6.669  C66 1.093
74 H -0.496 2.113 7.421  C54 1.096
75 H -4.305 -3.200 -3.574  C23 1.090
76 H 0.869 5.605 3.235  C53 1.094
77 H 6.591 0.397 -2.634  C30 1.097
78 H 1.704 1.960 13.336  C50 1.100
79 H 4.924 -7.067 4.531  N19 1.014
80 H -1.804 4.117 2.913  C28 1.097
81 H -3.007 2.789 -5.557  C34 1.086
82 H 4.910 -11.246 4.653  C42 1.100
83 H -5.318 0.001 3.628  C47 1.090
84 H 0.617 2.461 -0.644  C25 1.089
85 H -0.648 1.332 9.686  C49 1.100
86 H 2.531 2.353 4.333  C26 1.088
87 H -2.446 1.597 -2.314  C48 1.094
88 H 0.197 0.637 -3.478  C52 1.097
89 H -3.870 0.809 -8.707  C43 1.096
90 H 0.806 5.292 -0.518  C36 1.092
91 H 5.070 -5.978 -0.410  C33 1.090
92 H 1.214 0.346 13.494  C50 1.100
93 H -8.746 3.500 -6.756  O14 0.964
94 H -0.376 -0.415 -7.076  C35 1.093
95 H 4.641 1.116 -1.360  O4 0.963
96 H 1.652 0.398 6.105  C64 1.095
97 H -5.411 4.423 -2.228  C38 1.089
98 H 0.241 -0.357 6.872  C64 1.096
99 H 4.153 -9.950 2.800  C56 1.089
100 H 0.848 2.855 3.961  C26 1.092
101 H 2.036 1.633 -1.540  C25 1.104
102 H -4.173 3.310 -1.578  C38 1.092
103 H 0.832 0.694 1.084  C55 1.104
104 H -0.092 2.294 -2.873  C52 1.090
105 H 5.854 -5.704 2.844  C40 1.097
106 H 3.385 -4.092 -2.321  C39 1.089
107 H 3.241 -9.191 4.179  C56 1.092
108 H -1.985 3.462 -4.275  C34 1.096
109 H -4.923 -3.205 2.043  C37 1.095
110 H 0.125 -1.336 4.684  C59 1.095
111 H -0.167 1.451 -9.285  N20 1.013
112 H 0.288 2.696 -7.389  C62 1.096
113 H -3.347 5.638 -2.754  C58 1.094
114 H -0.736 3.421 1.081  O12 0.963
115 H 0.536 -0.143 3.421  C59 1.097
116 H 1.243 6.919 -0.008  C36 1.085
117 H 1.987 1.043 10.763  C46 1.095
118 H -2.435 5.010 1.633  C28 1.103
119 H -7.423 3.259 -4.873  C57 1.094
120 H 3.279 3.901 1.345  N22 1.018
121 H -6.019 1.197 -4.937  C66 1.092
122 H 5.038 -4.792 4.030  C40 1.095
123 H -2.698 -2.243 2.435  C41 1.093
124 H -1.119 -0.568 3.730  C59 1.093
125 H -1.589 -3.684 1.182  N18 1.014
126 H 3.768 0.636 -5.027  C31 1.092
127 H 4.192 -3.757 2.240  C63 1.095
128 H 2.416 -0.880 -1.402  O9 0.986
129 H 1.132 2.515 6.868  C54 1.091
130 H 3.942 2.283 -4.447  C31 1.090
131 H 0.690 -2.585 -2.007  C51 1.103
132 H 1.806 2.147 -8.191  C62 1.093
133 H 0.113 1.584 13.842  C50 1.095
134 H -2.073 -0.071 -2.962  C48 1.089
135 H 5.743 -5.037 0.872  C33 1.098
136 H 7.951 1.272 -2.404  C30 1.097
137 H 2.825 -0.781 2.216  C60 1.091
138 H 4.997 -4.227 -0.436  C33 1.096
139 H -2.154 4.692 -0.359  O7 0.965
140 H -2.482 -1.153 -8.274  C27 1.100
141 H -4.383 3.168 1.298  C32 1.086
142 H 7.006 2.233 -0.242  C44 1.089
143 H 4.027 0.214 1.323  C60 1.097
144 H -4.327 -1.495 -4.023  C23 1.090
145 H -3.613 1.483 -10.305  C43 1.091
146 H 6.493 2.221 -2.813  C30 1.088
147 H 4.907 -7.803 2.043  C61 1.104
148 H 2.676 6.106 1.546  C45 1.097
149 H -4.967 4.431 -0.508  C38 1.093
150 H -5.335 -2.465 -6.087  C29 1.092
151 H 2.891 -4.875 2.827  C63 1.087
152 H -5.448 -3.955 -5.264  C29 1.093
153 H -5.601 -2.131 -3.054  C23 1.089
154 H -4.413 4.118 2.730  C32 1.095
155 H -1.042 -1.553 -9.154  C27 1.087
156 H 1.852 0.229 -6.461  C24 1.098
157 H -3.530 2.859 -3.842  C34 1.095
158 H -3.808 6.291 -1.252  C58 1.099
159 H 1.041 -0.452 11.120  C46 1.094
160 H -5.354 2.380 -6.143  C66 1.089
161 H -4.948 -1.645 4.061  C47 1.096
162 H 0.555 4.100 2.362  C53 1.099
163 H 1.557 2.187 8.979  N21 1.009
164 H 3.897 -1.480 0.964  C60 1.089
165 H -4.957 -2.454 0.442  C37 1.089
166 H 0.460 -0.241 -1.615  N17 1.010
167 H -0.141 5.955 0.764  C36 1.090
168 H -7.530 -3.141 -5.759  O11 0.962
169 H -2.508 1.930 -9.060  C43 1.097
170 H 2.503 1.399 -3.975  C31 1.094
171 H -3.005 -0.923 -0.390  C65 1.093
172 H 2.248 -3.789 -3.624  C39 1.093
173 H 3.207 4.542 -0.097  N22 1.017
174 H -1.537 -1.001 0.491  C65 1.094
175 H -8.273 1.770 -5.255  C57 1.094
176 H 3.228 -7.627 2.261  C61 1.096
177 H -3.025 -4.247 0.759  N18 1.017
178 H 0.711 1.216 -5.579  C24 1.099
179 H 2.087 1.683 1.045  C55 1.100
180 H -2.888 -0.068 1.093  C65 1.094
181 H -1.617 0.806 -7.330  C35 1.100
182 H 6.377 -10.702 5.273  C42 1.095
183 H -0.085 -0.232 9.138  C49 1.090
184 H -3.652 -0.598 3.348  C47 1.092

Mulliken atomic charge list, values in e, 4 entries: 0.093 -0.324 -0.223 -0.252